Record 1
Computed, not measured: a structure of composition F6KN3O12S6, with ωB97M-V/def2-TZVPD.

```
28
Properties=species:S:1:pos:R:3:forces:R:3
O 3.748 1.875 -0.887 0.26 -0.24 -0.37
S -1.632 -1.016 3.262 -0.07 -1.01 -1.88
F 2.511 1.588 1.070 -0.30 -0.42 0.03
S -3.310 0.304 -1.912 -0.52 -0.68 2.62
N -0.288 -0.216 2.711 -2.08 -0.36 2.03
O -1.621 1.242 -4.142 -0.09 0.11 0.12
O -2.674 -0.164 3.710 -0.35 0.54 0.18
F -3.660 -0.589 -0.641 0.24 0.03 0.07
F 1.594 0.406 4.054 -0.07 0.52 -0.58
S 3.069 -0.857 -1.789 -1.78 -2.21 -1.13
O -2.077 -1.170 -4.319 -0.21 0.15 -0.03
K -0.266 1.035 0.221 0.08 -0.22 -0.12
O -0.002 2.147 3.579 -0.20 0.31 -0.65
S 3.430 0.805 0.001 -0.87 0.85 2.04
O -0.354 0.411 5.255 -1.20 -0.31 0.12
O -4.227 -0.170 -2.880 -0.02 -0.17 -0.90
F -2.084 -1.460 1.805 0.04 -0.02 -0.01
N -1.743 -0.146 -2.016 -1.72 0.79 -0.71
F 0.021 -0.426 -3.632 -0.07 0.44 0.48
F 1.937 -1.902 -2.178 0.00 0.05 0.33
O -1.439 -2.254 3.940 0.54 0.23 0.05
S -1.518 -0.075 -3.594 1.81 -1.17 -1.69
S 0.028 0.768 3.931 3.37 0.11 0.78
N 2.300 -0.259 -0.485 1.93 1.09 -0.99
O 3.130 -0.026 -2.936 0.10 0.69 -0.17
O 4.448 0.202 0.791 0.22 0.18 -0.08
O -3.513 1.625 -1.420 0.57 0.64 0.09
O 4.194 -1.680 -1.500 0.40 0.08 0.36
```
Forces are in eV/Å.

Properties
Calculated total energy   -4655.60018 Eh
Total charge   -2
Energy above the lowest of the compared OMol25 structures with the same formula, charge and spin   85.1 kJ/mol
LUMO   0.1565 hartree
Strongest force on any atom   0.0673 Eh/bohr
HOMO   -5.12 eV
Spin multiplicity   1
M   579.50 g/mol
Frontier orbital gap   9.37 eV

Results of the natural (NBO) charge analysis, in e, for atoms 1 through 6: O -0.9206; S 2.4762; F -0.5312; S 2.4681; N -1.1895; O -0.9417


Record 2
Computed, not measured: a structure of composition F8KN4NaO16S8, with ωB97M-V/def2-TZVPD.

```
38
Properties=species:S:1:pos:R:3:forces:R:3
F 20.291 -16.699 7.758 3.55 -1.92 0.20
S 18.496 -15.111 6.722 -5.13 -4.20 1.72
S 19.322 -16.931 11.581 -7.38 -4.07 -4.68
O 18.078 -16.847 12.370 2.18 1.21 -1.64
O 23.339 -15.926 10.790 0.56 -2.04 -4.60
K 21.423 -13.460 7.847 6.30 4.16 -7.86
F 19.165 -18.457 11.049 -0.47 0.10 -0.47
F 18.350 -16.745 6.942 -1.27 2.02 -0.83
O 19.979 -15.104 13.684 -2.26 0.67 0.61
F 21.545 -12.644 10.586 -0.05 1.18 0.35
N 21.915 -15.290 8.792 -3.06 -9.31 -6.46
O 20.753 -10.747 9.341 -0.97 -1.55 1.01
O 17.753 -11.313 9.227 1.72 -0.39 0.24
O 22.427 -17.276 6.930 0.54 1.72 1.97
S 20.246 -11.946 10.041 4.73 9.09 9.05
S 20.894 -15.722 12.827 6.25 1.00 -0.84
S 23.166 -15.422 9.401 15.16 2.33 11.54
S 18.427 -12.418 8.604 -4.56 -1.63 -0.37
S 19.588 -14.019 4.931 3.09 7.10 -6.29
F 19.859 -14.348 3.356 0.57 0.49 0.16
Na 20.319 -14.661 9.307 -2.22 -6.81 7.94
N 20.559 -17.319 12.303 4.21 4.00 3.55
O 18.808 -12.771 4.806 2.03 -2.45 0.60
F 23.028 -13.939 9.934 2.04 1.75 -1.10
N 19.960 -13.012 9.132 -12.50 6.12 -2.09
O 24.367 -15.414 8.553 -2.05 -0.57 0.41
O 17.173 -14.558 6.990 2.07 -2.41 -1.99
O 21.549 -17.921 9.189 2.62 2.35 -1.05
O 20.937 -13.997 5.484 -1.16 0.53 -0.31
N 18.860 -15.285 5.078 -2.81 -3.23 5.28
F 22.058 -15.998 13.922 -0.18 -0.79 -0.97
O 19.515 -11.802 11.290 0.27 0.11 -2.00
S 21.839 -16.874 8.195 -6.53 -5.73 -1.84
O 18.242 -12.507 7.208 1.91 1.38 -0.16
O 21.619 -14.910 11.813 -3.56 -1.67 2.95
O 19.472 -14.824 7.758 -3.75 1.04 -6.31
F 17.539 -13.658 9.119 1.17 0.98 1.01
O 19.465 -16.247 10.271 -1.05 -0.56 3.28
```
Forces are in eV/Å.

Properties
Calculated total energy   -6169.12802 Eh
Total charge   -2
Energy above the lowest of the compared OMol25 structures with the same formula, charge and spin   1678.7 kJ/mol
LUMO   0.1394 hartree
Strongest force on any atom   0.3732 Eh/bohr
HOMO   -5.00 eV
Spin multiplicity   1
M   782.62 g/mol
Frontier orbital gap   8.79 eV

Results of the Löwdin charge analysis, in e, for atoms 1 through 6: F -0.2425; S 0.7459; S 0.4969; O -0.2905; O -0.2652; K 1.0767


Record 3
Computed, not measured: a structure of composition FH12O6Zr, with ωB97M-V/def2-TZVPD.

```
20
Properties=species:S:1:pos:R:3:forces:R:3
H 2.372 -2.753 0.269 -0.56 0.46 -0.34
H 2.018 1.309 -5.423 0.40 0.15 0.07
F 0.168 -0.372 -1.096 -0.35 0.37 -0.20
O -4.435 -1.384 -0.569 0.47 0.53 -0.33
O -0.523 -1.002 4.032 -0.27 0.59 0.02
H -4.330 -2.333 -0.642 -0.01 -0.49 -0.11
O -2.530 2.834 1.149 0.22 -0.31 -0.69
H -4.981 -1.262 0.208 -0.37 0.09 0.33
H 3.798 -3.121 0.616 1.03 0.05 0.07
H 1.229 0.690 -6.558 -0.03 -0.16 -0.48
H 3.769 1.459 2.506 0.08 -0.03 0.90
H 3.239 1.867 1.148 -0.43 0.37 -0.44
Zr -2.265 1.606 -3.038 0.39 -0.46 0.35
O 4.030 1.557 1.590 0.39 -0.34 -0.41
O 1.141 1.006 -5.658 -0.61 0.06 0.58
H -0.185 -1.035 3.138 0.15 0.04 -0.61
O 2.911 -3.478 0.584 -0.43 -0.49 0.22
H -3.027 2.553 1.917 -0.30 -0.14 0.31
H -0.235 -1.825 4.428 0.13 -0.70 0.62
H -2.164 3.683 1.397 0.10 0.41 0.14
```
Forces are in eV/Å.

Properties
Calculated total energy   -603.79019 Eh
Total charge   +3
Energy above the lowest of the compared OMol25 structures with the same formula, charge and spin   1192.3 kJ/mol
LUMO   -0.6499 hartree
Strongest force on any atom   0.0200 Eh/bohr
HOMO   -19.83 eV
Spin multiplicity   1
M   218.31 g/mol
Frontier orbital gap   2.15 eV

Results of the natural (NBO) charge analysis, in e, for atoms 1 through 6: H 0.4802; H 0.4945; F -0.3517; O -0.8973; O -0.6320; H 0.4971


Record 4
Computed, not measured: a cluster of 2 separate species, FH2ISi in total, with ωB97M-V/def2-TZVPD.

```
5
Properties=species:S:1:pos:R:3:forces:R:3
H -0.489 -0.929 -0.963 -0.43 -0.14 -0.43
F 1.925 -1.357 -0.691 0.06 0.21 0.04
I 0.184 -2.735 1.708 0.00 0.26 -0.23
Si 0.547 -1.029 0.026 0.02 2.59 1.95
H 0.435 1.056 1.012 0.35 -2.92 -1.33
```
Forces are in eV/Å.

Properties
Calculated total energy   -688.24391 Eh
Energy above the lowest of the compared OMol25 structures with the same formula, charge and spin   209.9 kJ/mol
LUMO   -0.0198 hartree
Strongest force on any atom   0.0630 Eh/bohr
HOMO   -9.64 eV
Spin multiplicity   1
M   176.00 g/mol
Frontier orbital gap   9.10 eV

Atom-resolved charges from natural (NBO), all expressed in e: H -0.2078; F -0.6593; I -0.1915; Si 1.2797; H -0.2212


Record 5
Computed, not measured: a cluster of 2 separate species, FH2NO2S in total, with ωB97M-V/def2-TZVPD.

```
7
Properties=species:S:1:pos:R:3:forces:R:3
F -3.019 1.571 -0.414 0.94 -1.52 0.18
O -1.887 -1.584 -1.418 0.34 0.85 -0.31
H -0.158 0.378 0.742 0.13 -1.20 -0.96
N -0.152 -0.403 0.022 0.43 2.80 -1.85
O -2.171 -1.512 0.981 -0.93 -0.32 2.72
S -1.711 -0.900 -0.178 -0.09 0.55 -2.38
H 0.173 0.038 -0.948 -0.81 -1.17 2.61
```
Forces are in eV/Å.

Properties
Calculated total energy   -704.33059 Eh
Energy above the lowest of the compared OMol25 structures with the same formula, charge and spin   337.1 kJ/mol
LUMO (alpha / beta)   -0.1021 / -0.1256 hartree
Strongest force on any atom   0.0658 Eh/bohr
HOMO (alpha / beta)   -12.96 / -10.24 eV
Spin multiplicity   1
M   99.09 g/mol
Frontier orbital gap (alpha / beta)   10.18 / 6.82 eV

Results of the natural (NBO) charge analysis, in e, for atoms 1 through 6: F -0.4234; O -0.8166; H 0.4303; N -0.9955; O -0.8193; S 2.1907


Record 6
Computed, not measured: the molecule FH2NO2Si, with ωB97M-V/def2-TZVPD.

```
7
Properties=species:S:1:pos:R:3:forces:R:3
H 1.222 -0.819 1.036 0.83 -0.24 -1.21
O -0.020 1.398 0.972 -0.37 0.34 1.24
F -0.907 -1.393 0.785 -1.35 -1.11 0.01
Si 0.254 -0.823 -0.089 -0.28 1.17 2.24
H 0.120 -0.958 -1.470 0.49 -1.20 -1.60
O -0.432 1.662 -1.103 -0.35 -1.12 0.08
N -0.237 0.934 -0.130 1.04 2.15 -0.77
```
Forces are in eV/Å.

Properties
Calculated total energy   -595.72643 Eh
Energy above the lowest of the compared OMol25 structures with the same formula, charge and spin   74.2 kJ/mol
LUMO   -0.0172 hartree
Strongest force on any atom   0.0495 Eh/bohr
HOMO   -10.91 eV
Spin multiplicity   1
M   95.10 g/mol
Structure (SMILES)   O=[N+]([O-])[SiH2]F
Frontier orbital gap   10.44 eV

Results of the natural (NBO) charge analysis, in e, for atoms 1 through 6: H -0.1394; O -0.3930; F -0.6374; Si 1.5480; H -0.1846; O -0.3860


Record 7
Computed, not measured: a cluster of 2 separate species, FH2NOS2 in total, with ωB97M-V/def2-TZVPD.

```
7
Properties=species:S:1:pos:R:3:forces:R:3
H -0.132 -1.902 -0.003 -0.86 -2.18 0.11
S -1.493 0.790 -1.823 0.82 -0.37 0.79
O -1.360 0.513 1.078 0.12 -0.50 0.25
S -0.609 0.695 -0.127 -0.38 2.66 -0.50
H 0.207 1.816 0.085 -0.61 -0.52 -0.43
F 1.404 -0.392 -1.166 -0.33 0.23 0.71
N 0.709 -0.388 -0.002 1.24 0.69 -0.92
```
Forces are in eV/Å.

Properties
Calculated total energy   -1027.10017 Eh
Energy above the lowest of the compared OMol25 structures with the same formula, charge and spin   45.3 kJ/mol
LUMO (alpha / beta)   0.0029 / -0.1376 hartree
<S²>   2.01
Strongest force on any atom   0.0531 Eh/bohr
HOMO (alpha / beta)   -8.63 / -10.53 eV
Spin multiplicity   3
M   115.15 g/mol
Frontier orbital gap (alpha / beta)   8.71 / 6.79 eV

Results of the natural (NBO) charge analysis, in e, for atoms 1 through 6: H -0.0669; S -0.3196; O -0.8851; S 1.4485; H 0.0315; F -0.1640


Record 8
Computed, not measured: a cluster of 2 separate species, FH2NS in total, with ωB97M-V/def2-TZVPD.

```
5
Properties=species:S:1:pos:R:3:forces:R:3
H -0.894 1.065 1.067 1.89 -2.95 -4.02
H 0.519 -1.545 -0.862 -0.02 0.60 0.03
S 0.807 -0.639 0.108 0.61 -0.89 0.83
N -0.607 0.272 -0.064 -2.60 3.78 3.10
F -1.762 -0.559 0.076 0.12 -0.53 0.07
```
Forces are in eV/Å.

Properties
Calculated total energy   -553.84440 Eh
Energy above the lowest of the compared OMol25 structures with the same formula, charge and spin   156.3 kJ/mol
LUMO   -0.0007 hartree
Strongest force on any atom   0.1076 Eh/bohr
HOMO   -9.18 eV
Spin multiplicity   1
M   67.09 g/mol
Frontier orbital gap   9.16 eV

Atom-resolved charges from natural (NBO), all expressed in e: H 0.3671; H 0.1259; S 0.1747; N -0.3765; F -0.2912


Record 9
Computed, not measured: a cluster of 2 separate species, FH2NS in total, with ωB97M-V/def2-TZVPD.

```
5
Properties=species:S:1:pos:R:3:forces:R:3
H 1.202 -0.055 1.086 -0.44 -0.44 2.54
H -0.890 0.998 -1.255 -0.14 -0.02 0.26
F 1.945 1.020 -0.088 0.93 1.22 -0.66
S -1.162 0.849 0.059 2.79 -1.05 -0.21
N 1.218 -0.076 0.111 -3.14 0.30 -1.92
```
Forces are in eV/Å.

Properties
Calculated total energy   -553.82317 Eh
Energy above the lowest of the compared OMol25 structures with the same formula, charge and spin   212.0 kJ/mol
LUMO   -0.0833 hartree
Strongest force on any atom   0.0718 Eh/bohr
HOMO   -9.80 eV
Spin multiplicity   1
M   67.09 g/mol
Frontier orbital gap   7.53 eV

Atom-resolved charges from natural (NBO), all expressed in e: H 0.3085; H 0.1288; F -0.2136; S -0.1623; N -0.0616


Record 10
Computed, not measured: a cluster of 2 separate species, FH2PS in total, with ωB97M-V/def2-TZVPD.

```
5
Properties=species:S:1:pos:R:3:forces:R:3
F -1.808 0.777 -0.474 0.70 -0.19 0.31
P -0.966 -0.321 0.392 -2.71 -0.72 -0.39
S 2.904 0.416 0.325 0.34 0.03 0.52
H 2.132 0.342 -0.742 -0.35 -0.04 -0.53
H -2.262 -1.213 0.499 2.03 0.91 0.09
```
Forces are in eV/Å.

Properties
Calculated total energy   -840.50218 Eh
Energy above the lowest of the compared OMol25 structures with the same formula, charge and spin   305.1 kJ/mol
LUMO (alpha / beta)   -0.0478 / -0.0941 hartree
Strongest force on any atom   0.0551 Eh/bohr
HOMO (alpha / beta)   -10.21 / -8.97 eV
Spin multiplicity   1
M   84.05 g/mol
Frontier orbital gap (alpha / beta)   8.91 / 6.41 eV

Atom-resolved charges from natural (NBO), all expressed in e: F -0.5884; P 0.6911; S -0.0903; H 0.0869; H -0.0993


Record 11
Computed, not measured: the molecule FH3N2, with ωB97M-V/def2-TZVPD.

```
6
Properties=species:S:1:pos:R:3:forces:R:3
H 1.262 0.674 0.298 -1.60 0.96 -0.50
N -0.066 -0.773 0.078 3.56 2.93 0.60
F -0.926 -0.890 -0.965 -1.49 -0.16 0.21
H -0.055 1.076 -0.667 0.20 0.74 -1.08
H -0.423 -0.888 1.006 -2.09 -0.80 0.02
N 0.208 0.801 0.250 1.41 -3.67 0.75
```
Forces are in eV/Å.

Properties
Calculated total energy   -211.03872 Eh
Energy above the lowest of the compared OMol25 structures with the same formula, charge and spin   90.1 kJ/mol
LUMO   0.0499 hartree
Strongest force on any atom   0.0904 Eh/bohr
HOMO   -9.60 eV
Spin multiplicity   1
M   50.04 g/mol
Structure (SMILES)   NNF
Frontier orbital gap   10.96 eV

Atom-resolved charges from natural (NBO), all expressed in e: H 0.3585; N -0.1117; F -0.2365; H 0.3515; H 0.3340; N -0.6957


Record 12
Computed, not measured: a cluster of 2 separate species, FH3O3SSi in total, with ωB97M-V/def2-TZVPD.

```
9
Properties=species:S:1:pos:R:3:forces:R:3
H 1.659 1.861 1.708 0.00 0.36 -0.06
O -0.857 0.752 -2.645 0.20 0.30 -0.19
S -1.093 -0.644 -2.481 1.01 -0.93 2.06
H -1.154 -0.440 -0.207 0.59 0.47 0.20
H 1.777 0.008 3.217 -0.03 -0.21 0.36
O -0.245 0.082 1.528 -0.73 -0.30 -0.41
O -1.545 -0.928 -0.952 -0.25 -0.50 -1.61
Si 0.993 0.652 2.173 0.61 0.09 -0.21
F 0.464 -1.343 -2.341 -1.41 0.74 -0.14
```
Forces are in eV/Å.

Properties
Calculated total energy   -1015.03931 Eh
Energy above the lowest of the compared OMol25 structures with the same formula, charge and spin   112.1 kJ/mol
LUMO   -0.0338 hartree
Strongest force on any atom   0.0481 Eh/bohr
HOMO   -11.06 eV
Spin multiplicity   1
M   130.17 g/mol
Frontier orbital gap   10.14 eV

Results of the natural (NBO) charge analysis, in e, for atoms 1 through 6: H -0.2318; O -0.8933; S 1.7985; H 0.5461; H -0.2318; O -1.1862